55
Properties=species:S:1:pos:R:3:forces:R:3 method="wB97M-V/def2-TZVPD" homo_lumo_gap_ev=6.70 lumo_ha=-0.039 de_lowest_kj_mol=0.00
Ir 0.227 0.023 0.027 -0.1961 0.0752 -0.9349
C 1.376 -2.758 0.364 0.0535 0.0750 0.0802
N 0.101 -2.019 0.526 0.0104 0.0279 0.2192
C -0.940 -2.665 -0.325 0.0745 -0.0993 -0.0324
C -0.424 -2.053 1.905 0.0179 0.0487 0.0466
C -0.489 -3.229 2.621 -0.1101 -0.0364 0.0401
C -1.149 -3.260 3.845 0.0503 -0.0536 -0.0449
C -1.778 -2.119 4.306 -0.0338 0.0805 0.0063
C -1.697 -0.926 3.599 -0.1163 -0.0974 0.0239
C -0.970 -0.864 2.416 0.3469 0.0174 0.0469
N -0.697 0.291 1.651 -0.1883 0.0820 0.2219
C -0.743 1.636 2.093 0.1819 -0.0698 0.0017
C -0.928 2.066 3.401 -0.1159 0.1100 0.0338
C -0.922 3.423 3.700 0.0033 -0.0635 0.0435
C -0.717 4.366 2.710 -0.0001 0.0283 -0.0686
C -0.446 3.942 1.416 -0.0110 0.0359 0.0486
C -0.423 2.595 1.120 0.0532 -0.0166 0.0429
N -0.019 2.115 -0.218 0.0668 -0.0387 0.3130
C 1.237 2.767 -0.669 0.0093 -0.0084 0.0123
C -1.102 2.434 -1.180 -0.0275 0.0452 -0.0550
H 1.240 -3.821 0.565 -0.0198 0.0134 0.0082
H 2.121 -2.337 1.033 0.0118 0.0060 -0.0314
H 1.707 -2.638 -0.665 0.0154 -0.0273 0.0057
H -1.059 -3.705 -0.014 -0.0360 0.0028 -0.0139
H -0.628 -2.635 -1.365 0.0113 0.0256 -0.0384
H -1.885 -2.141 -0.198 0.0068 0.0153 -0.0235
H -0.052 -4.135 2.224 0.0083 -0.0018 0.0200
H -1.190 -4.178 4.414 -0.0090 -0.0067 -0.0135
H -2.336 -2.146 5.232 -0.0037 0.0030 -0.0026
H -2.222 -0.057 3.964 -0.0217 -0.0738 -0.0040
H -1.038 1.353 4.201 0.0110 0.0929 -0.0121
H -1.068 3.738 4.724 -0.0095 -0.0078 0.0009
H -0.732 5.421 2.943 0.0159 0.0021 -0.0075
H -0.227 4.670 0.646 0.0011 0.0146 0.0208
H 1.090 3.839 -0.805 -0.0088 -0.0139 -0.0035
H 1.523 2.328 -1.623 0.0073 0.0097 -0.0039
H 2.020 2.582 0.060 0.0018 -0.0095 -0.0127
H -1.224 3.517 -1.244 -0.0332 -0.0069 0.0077
H -2.033 1.986 -0.839 0.0099 -0.0232 -0.0104
H -0.840 2.050 -2.162 0.0186 -0.0294 -0.0278
O 0.190 -1.469 -6.813 0.0765 -0.3712 0.0306
C 1.218 -1.131 -6.203 -0.3518 1.0087 -0.2657
O 2.356 -0.825 -6.582 0.1596 -0.3854 0.1105
C 0.966 -0.847 -4.698 0.0875 -0.2881 0.1761
C -0.333 -0.749 -4.209 0.0006 -0.0359 -0.0513
C -0.546 -0.473 -2.877 -0.0041 0.0702 0.0485
N 0.471 -0.312 -2.019 0.0203 -0.0688 -0.0348
C 1.730 -0.424 -2.477 -0.0006 0.0309 0.0694
C 2.016 -0.674 -3.800 0.0265 0.0193 -0.0233
C 2.759 -0.240 -1.402 -0.0634 0.0276 -0.0573
O 3.944 -0.329 -1.588 0.0154 0.0140 0.0033
O 2.218 0.036 -0.228 -0.0136 -0.1462 0.0753
H -1.151 -0.908 -4.900 0.0085 0.0113 -0.0007
H -1.541 -0.375 -2.458 -0.0076 -0.0178 0.0158
H 3.039 -0.733 -4.146 -0.0001 0.0039 0.0005